# 1
Computed, not measured: C5H12N2 as an isolated structure at a distorted geometry, with the ωB97M-V functional and the def2-TZVPD basis.

The largest force on an atom is 3.53 eV Å⁻¹. As for the energy: -307.02831 Eh. The energy relative to the best compared isomer or geometry (same formula, charge and spin) is 527.8 kJ/mol. The calculation puts the orbital gap (alpha / beta) at 7.37 / 7.37 eV.

Positions of all 19 atoms, in Å:
1 C 0.40938 0.17109 -0.26677
2 C -0.98405 0.35617 -0.42105
3 C 1.12330 -1.00687 -0.86014
4 N 1.11434 0.93522 0.59089
5 N -0.25513 1.56039 -1.99586
6 C -1.23605 -0.94703 1.05282
7 C -0.90417 -0.80210 2.32309
8 H 2.04358 0.67055 0.86908
9 H 0.69319 1.76100 0.98401
10 H 0.09997 1.08138 -2.82327
11 H 0.42583 2.29060 -1.78798
12 H -1.51066 -0.21960 -1.16080
13 H -1.47460 1.20553 0.02530
14 H -1.92543 -1.72827 0.73560
15 H 1.84645 -0.64871 -1.59369
16 H 0.42422 -1.67089 -1.36138
17 H 1.65086 -1.57061 -0.08925
18 H -1.34762 -1.39092 3.12475
19 H -0.19343 -0.04694 2.65467

# 2
Computed, not measured: a 2-piece molecular cluster, C5H12N2 overall, with the ωB97M-V functional and the def2-TZVPD basis.

The largest force on an atom is 0.71 eV Å⁻¹. As for the energy: -307.10710 Eh. The energy relative to the best compared isomer or geometry (same formula, charge and spin) is 321.0 kJ/mol. The calculation puts the orbital gap at 7.28 eV.

Positions of all 19 atoms, in Å:
1 C -1.92184 0.18774 -0.46787
2 C 1.34877 0.57356 0.29355
3 C 0.58268 -0.29406 -1.80893
4 C -1.49786 0.85384 0.60992
5 C 1.90612 0.25734 1.64001
6 N 1.14326 -0.37854 -0.60159
7 N -2.28044 -1.15838 -0.46182
8 H 1.27032 -1.32404 -0.25044
9 H -2.18579 0.70586 -1.37892
10 H 1.27794 1.59599 -0.03400
11 H -1.91145 -1.67742 0.32228
12 H -2.14547 -1.63682 -1.33932
13 H 0.50212 0.66947 -2.27578
14 H 0.53350 -1.18212 -2.41088
15 H -1.34400 0.35528 1.55442
16 H -1.42799 1.92659 0.60766
17 H 2.95660 0.55609 1.73621
18 H 1.84259 -0.81132 1.84349
19 H 1.35094 0.78093 2.42200